i) 8
Properties=species:S:1:pos:R:3 method="wB97M-V/def2-TZVPD" homo_lumo_gap_ev=10.0 multiplicity=1
C 0.096 0.426 0.213
C -0.285 -0.783 0.647
C 1.140 -0.188 -0.569
O 0.657 -1.398 -0.151
Br 2.948 0.044 0.065
H -0.039 1.535 0.448
H -0.903 -1.232 1.279
H 1.345 0.008 -1.637


ii) 8
Properties=species:S:1:pos:R:3 method="wB97M-V/def2-TZVPD" homo_lumo_gap_ev=9.4 multiplicity=1
C 0.347 0.245 -2.105
C 0.097 0.202 -0.921
C -0.047 0.188 0.535
O -0.372 -1.144 0.942
Br -0.970 -1.248 2.697
H 0.854 0.164 -3.038
H -0.754 0.971 0.995
H 0.844 0.621 0.895


iii) 8
Properties=species:S:1:pos:R:3 method="wB97M-V/def2-TZVPD" homo_lumo_gap_ev="7.9 / 7.9" multiplicity=1
C 0.118 0.464 -0.148
C 0.245 -0.776 -0.711
C -0.848 -0.186 0.754
O -0.601 -1.425 0.194
Br -3.267 0.238 -0.022
H 0.749 1.336 -0.182
H 0.648 -1.314 -1.434
H -1.073 0.040 1.833


Short version: i) is the most stable of them.


i) 33
Properties=species:S:1:pos:R:3 method="wB97M-V/def2-TZVPD" homo_lumo_gap_ev=10.1 multiplicity=1
O 0.196 -2.246 -1.639
H 0.705 -2.828 -2.215
H -0.279 -2.839 -1.035
O 1.300 2.062 2.768
H 1.818 1.246 2.813
H 1.579 2.477 1.938
O -1.019 0.432 1.841
H -1.690 0.487 2.533
H -0.169 0.595 2.299
O -1.267 3.918 1.333
H -1.105 2.968 1.406
H -2.227 3.995 1.309
O -2.709 -2.749 -2.048
H -2.943 -3.120 -2.907
H -2.127 -2.007 -2.255
O 0.282 0.517 -0.731
H 0.047 -0.393 -0.996
H 0.086 0.567 0.218
O -0.583 3.211 -1.593
H -0.435 3.889 -0.922
H -0.348 2.383 -1.152
O 1.556 0.241 -3.755
H 1.671 -0.698 -3.933
H 1.607 0.320 -2.794
O 0.974 -2.383 1.727
H 0.992 -3.344 1.653
H 1.449 -2.062 0.949
O -2.142 -2.229 1.834
H -1.731 -1.385 1.578
H -2.151 -2.212 2.796
O 3.078 0.727 -0.246
H 3.425 -0.170 -0.195
H 2.162 0.633 -0.578


ii) 33
Properties=species:S:1:pos:R:3 method="wB97M-V/def2-TZVPD" homo_lumo_gap_ev=10.5 multiplicity=1
O 0.237 -0.039 0.038
H -0.472 0.041 -0.610
H -0.091 0.441 0.806
O -2.767 0.209 1.115
H -1.953 0.591 1.461
H -3.073 0.855 0.468
O -5.174 -0.700 -1.029
H -4.700 -1.512 -0.815
H -4.619 -0.272 -1.690
O -1.039 2.640 2.240
H -1.721 2.205 2.764
H -1.253 3.577 2.308
O -0.092 -2.899 -1.112
H -0.669 -2.370 -0.550
H 0.673 -2.332 -1.264
O -1.483 -0.843 -3.083
H -2.242 -1.305 -2.711
H -1.111 -0.363 -2.335
O 4.274 -0.932 -0.844
H 3.583 -0.743 -1.488
H 3.916 -1.660 -0.323
O -1.650 -1.212 3.264
H -1.463 -2.136 3.464
H -1.060 -1.008 2.529
O 3.935 -2.522 1.200
H 4.530 -2.044 1.788
H 3.158 -2.696 1.743
O 0.914 3.004 -2.299
H 0.418 3.083 -3.122
H 1.818 3.225 -2.549
O 2.828 2.568 0.534
H 2.633 2.214 -0.341
H 3.715 2.936 0.445


Short version: i) is the most stable of them.


i) 33
Properties=species:S:1:pos:R:3 method="wB97M-V/def2-TZVPD" homo_lumo_gap_ev=9.9 multiplicity=1
O 0.610 0.300 1.188
H 0.268 -0.583 1.008
H 0.214 0.849 0.502
O 2.163 -2.116 -0.759
H 3.097 -1.973 -0.566
H 1.852 -1.255 -1.062
O 0.178 4.855 0.638
H -0.024 3.928 0.466
H 0.697 5.128 -0.127
O -0.187 0.298 -2.767
H -0.639 0.454 -3.604
H -0.433 -0.604 -2.533
O -3.124 3.307 0.834
H -2.434 2.816 1.294
H -2.708 4.149 0.617
O -1.432 -1.967 -0.129
H -0.796 -1.264 -0.299
H -1.956 -1.636 0.609
O -2.515 0.849 1.982
H -2.212 -0.063 1.916
H -1.718 1.346 2.199
O -0.572 -3.608 -1.374
H -0.447 -4.454 -1.818
H -1.217 -3.798 -0.683
O 2.393 -0.477 3.027
H 3.196 -0.663 3.528
H 2.452 0.465 2.832
O 0.504 2.351 -3.240
H 0.745 3.023 -3.887
H 0.735 2.748 -2.393
O 1.225 -3.785 0.730
H 1.561 -4.659 0.503
H 0.526 -3.962 1.369


ii) 33
Properties=species:S:1:pos:R:3 method="wB97M-V/def2-TZVPD" homo_lumo_gap_ev=10.4 multiplicity=1
O 9.031 22.256 2.106
H 8.990 23.212 2.092
H 8.350 21.996 2.726
O 8.931 30.113 1.991
H 8.256 30.714 2.308
H 9.757 30.548 2.202
O 13.655 29.790 1.405
H 13.643 29.160 2.126
H 13.471 30.633 1.819
O 6.669 27.432 0.899
H 7.456 27.978 0.883
H 6.009 27.949 0.436
O 8.320 24.989 -1.066
H 7.730 25.445 -0.466
H 8.189 25.425 -1.908
O 11.524 27.854 -0.561
H 12.130 28.567 -0.359
H 11.776 27.149 0.035
O 13.940 27.503 4.531
H 14.284 27.481 5.424
H 14.215 26.670 4.148
O 11.534 26.533 7.794
H 12.281 27.132 7.792
H 10.835 27.019 7.355
O 10.597 25.929 3.157
H 10.177 26.427 2.456
H 11.281 26.510 3.489
O 11.338 23.437 -0.307
H 10.554 23.866 -0.650
H 11.121 23.233 0.603
O 9.374 22.925 5.859
H 9.886 23.616 5.438
H 9.202 23.256 6.741


iii) 33
Properties=species:S:1:pos:R:3 method="wB97M-V/def2-TZVPD" homo_lumo_gap_ev=9.3 multiplicity=1
O -0.509 -0.172 -0.745
H 0.341 0.003 -0.324
H -0.999 -0.674 -0.083
O 3.583 0.645 -1.204
H 3.265 0.880 -0.325
H 2.930 0.015 -1.529
O -0.925 2.803 1.117
H -0.821 2.510 0.205
H -0.326 3.555 1.192
O -2.630 0.775 -1.493
H -2.341 0.024 -0.963
H -2.515 1.533 -0.909
O 4.354 2.925 -0.139
H 5.308 2.832 -0.246
H 3.989 2.534 -0.941
O -3.228 3.264 0.019
H -3.528 3.577 0.880
H -2.461 2.717 0.223
O 1.499 -1.762 0.762
H 1.724 -0.912 1.157
H 2.298 -2.290 0.869
O -3.884 -1.476 0.870
H -4.512 -2.148 0.582
H -3.151 -1.981 1.240
O -1.758 -2.129 -0.892
H -1.076 -1.795 -1.486
H -2.260 -2.747 -1.435
O 1.610 -1.791 3.653
H 1.980 -1.044 3.169
H 1.563 -2.496 2.998
O 1.463 -2.821 -1.980
H 1.666 -3.701 -2.315
H 2.318 -2.473 -1.702


Short version: ii) is the most stable of them.